Record 1
H80O40 | wB97M-V/def2-TZVPD

Positions of all 120 atoms, in Å:
H: -0.118 -1.343 1.215
H: -1.495 -0.890 1.295
O: -0.815 -1.168 0.605
H: 4.472 1.795 3.291
H: 3.879 2.932 2.608
O: 3.895 2.496 3.527
H: -4.249 0.862 -3.284
H: -3.951 1.901 -4.248
O: -4.606 1.637 -3.570
H: 0.007 6.852 -0.501
H: -0.047 6.280 -1.997
O: 0.455 6.277 -1.195
H: 0.554 -6.318 0.343
H: 1.612 -6.024 -0.774
O: 1.041 -6.741 -0.352
H: -3.092 0.841 2.932
O: -2.486 1.063 3.658
H: 2.292 0.786 -5.295
O: 1.667 0.939 -4.613
H: 4.499 4.941 0.130
H: 3.314 4.670 1.123
O: 4.079 4.985 0.883
H: 2.543 -3.906 -1.773
H: 3.148 -5.180 -1.942
O: 2.276 -4.853 -1.945
H: -0.378 1.082 1.941
H: 1.161 1.032 2.424
O: 0.398 1.760 1.977
H: 3.311 4.455 -2.511
H: 2.589 3.228 -3.232
O: 2.466 3.894 -2.436
H: -4.227 3.801 -3.069
O: -3.345 4.014 -2.972
H: -2.428 -0.078 5.382
H: -3.533 -0.762 4.526
O: -3.155 -0.756 5.439
H: -1.064 -4.076 -1.770
H: 0.058 -4.561 -2.780
O: -0.840 -4.358 -2.649
H: -5.455 -0.267 -0.618
H: -4.704 -1.015 0.774
O: -5.052 -0.294 0.237
H: 5.207 3.040 -2.000
H: 4.653 1.789 -2.125
O: 5.306 2.356 -2.691
H: -1.672 -3.612 2.825
H: -1.254 -4.113 1.481
O: -1.623 -3.280 1.987
H: -1.184 2.777 -0.937
H: -0.574 1.585 -1.687
O: -1.390 1.951 -1.356
H: -4.182 -2.466 -0.818
O: -3.735 -3.307 -0.817
H: -4.031 -2.773 -4.915
H: -2.808 -3.367 -4.275
O: -3.431 -2.785 -4.275
H: 1.871 3.029 4.939
O: 2.040 2.070 4.860
H: -5.822 -1.397 2.148
H: -5.186 -1.628 3.611
O: -5.868 -1.354 3.093
H: 1.049 -2.468 -1.784
H: 1.598 -1.927 -0.592
O: 1.412 -2.825 -0.882
H: 4.748 -3.611 3.546
H: 4.416 -2.843 2.252
O: 4.766 -2.802 3.205
H: 2.312 -0.164 2.989
H: 1.075 -0.825 3.692
O: 1.439 -0.284 2.990
H: 3.352 -1.302 0.895
H: 2.284 -1.330 1.883
O: 2.760 -1.986 1.348
H: -6.065 -2.108 -2.461
H: -4.641 -2.391 -2.947
O: -5.314 -1.718 -2.760
H: 6.354 1.702 1.061
H: 5.927 3.201 1.317
O: 5.761 2.421 0.965
H: -4.647 2.098 1.015
H: -3.755 0.831 1.288
O: -3.984 1.683 1.692
H: -0.830 -0.341 -1.456
H: 0.799 0.120 -1.220
O: 0.112 -0.364 -1.781
H: 1.138 4.071 4.009
H: 0.042 4.925 3.171
O: 0.854 4.926 3.475
H: 5.302 -0.929 2.588
O: 5.256 -0.355 1.762
H: -4.216 -3.506 2.225
H: -5.082 -4.223 1.092
O: -5.048 -3.352 1.689
H: -2.821 -3.286 -0.929
H: -3.061 1.552 4.170
H: 1.658 1.704 5.595
H: 0.871 1.514 -4.832
H: -2.536 3.836 -2.774
H: 4.849 0.535 1.932
O: 3.438 -1.770 -2.791
H: 4.200 -1.229 -2.361
H: 3.097 -1.083 -3.503
O: -0.781 -2.377 -4.485
H: -0.305 -2.120 -3.695
H: -1.683 -2.238 -4.342
O: 1.050 1.533 -0.263
H: 0.547 2.387 -0.265
H: 1.667 1.740 0.537
O: 0.454 -4.658 2.745
H: 1.327 -4.941 2.676
H: 0.564 -3.660 2.562
O: 2.975 0.984 -2.394
H: 2.340 0.867 -1.654
H: 2.654 1.761 -2.897
O: -1.021 1.387 -4.965
H: -1.256 1.768 -4.176
H: -1.544 0.573 -4.886
O: -2.403 4.358 2.092
H: -1.551 4.555 2.474
H: -2.901 3.530 2.333

The orbital gap comes out at 9.45 eV. The charge is 0. The relative energy (zero: lowest compared OMol25 entry of this formula, charge and spin) is 435.78 kcal/mol.

Results of the Mulliken charge analysis, in e, for atoms 1 through 4:
1. H -0.033
2. H -0.017
3. O -0.021
4. H 0.265

Record 2
H80O40 | wB97M-V/def2-TZVPD

Positions of all 120 atoms, in Å:
H: 2.073 3.183 5.574
H: 0.751 2.671 5.168
O: 1.665 2.386 5.218
H: -3.629 0.441 -4.177
H: -4.803 0.752 -4.640
O: -4.117 0.134 -4.967
H: -2.811 -2.376 -5.080
H: -3.934 -2.036 -4.104
O: -3.128 -2.544 -4.166
H: -1.953 -1.001 1.660
H: -2.072 0.399 1.068
O: -1.894 -0.060 1.886
H: 2.106 2.323 -2.855
H: 3.288 1.840 -4.000
O: 3.033 2.066 -3.111
H: 3.195 -0.507 -3.925
O: 2.322 -0.509 -3.532
H: -0.134 1.928 -2.127
O: 0.652 2.462 -1.940
H: 5.486 -1.073 0.836
H: 5.968 0.337 1.504
O: 6.101 -0.601 1.432
H: 2.840 5.000 0.224
H: 2.249 6.178 1.049
O: 2.382 5.230 1.041
H: 4.892 -2.228 2.814
H: 4.170 -3.400 2.559
O: 4.315 -2.543 2.095
H: 1.523 -5.511 3.178
H: 0.069 -6.098 3.037
O: 0.906 -5.970 2.593
H: 3.474 3.386 -1.257
O: 2.626 3.741 -0.931
H: 4.901 1.612 4.631
H: 3.316 1.745 5.149
O: 4.226 1.508 5.283
H: -0.986 2.915 -3.861
H: 0.413 3.613 -4.076
O: -0.442 3.681 -3.669
H: -1.604 2.462 0.838
H: -0.790 1.218 1.095
O: -1.001 1.864 0.373
H: 0.817 -0.865 -5.056
H: 0.726 -1.842 -6.318
O: 1.202 -1.164 -5.861
H: 1.506 -4.914 -4.133
H: 1.888 -4.025 -3.027
O: 2.287 -4.696 -3.610
H: -0.389 5.091 -1.195
H: -0.092 5.290 0.335
O: -0.543 4.711 -0.324
H: 2.613 -4.992 -0.304
O: 2.293 -4.856 0.583
H: 3.417 1.266 -0.008
H: 2.862 -0.005 -0.537
O: 3.560 0.326 0.101
H: -5.177 2.131 -0.805
O: -6.047 1.685 -0.755
H: -3.548 -4.026 1.316
H: -4.113 -2.789 0.547
O: -4.328 -3.505 1.170
H: -0.268 3.229 1.661
H: 0.799 4.341 1.544
O: 0.237 3.841 2.182
H: 1.485 1.067 3.087
H: 1.150 0.096 2.069
O: 1.202 1.063 2.168
H: -2.166 -4.513 -0.888
H: -2.139 -4.259 -2.326
O: -2.194 -3.757 -1.477
H: 3.095 -1.130 3.006
H: 3.408 -0.260 1.736
O: 3.314 -0.243 2.725
H: -2.599 -3.502 3.342
H: -4.160 -4.147 3.283
O: -3.226 -4.239 3.411
H: -0.933 2.318 3.279
H: -1.008 2.135 4.767
O: -1.516 2.467 4.025
H: 0.206 -2.764 3.782
H: -0.881 -2.282 4.733
O: 0.012 -2.073 4.440
H: -3.479 3.387 0.129
H: -4.526 3.498 -1.062
O: -3.698 3.057 -0.788
H: 5.224 -2.327 -2.633
H: 3.916 -1.852 -2.816
O: 4.609 -1.775 -2.123
H: -2.620 -1.291 3.665
O: -2.971 -0.791 4.400
H: 1.899 -3.152 0.987
H: 1.566 -1.747 0.338
O: 1.237 -2.441 0.904
H: 2.009 -5.643 1.011
H: 2.078 0.185 -2.933
H: -5.546 0.830 -0.647
H: 0.195 2.509 -1.037
H: 1.943 3.515 -1.565
H: -3.281 0.070 4.086
O: -2.588 1.217 -2.650
H: -2.894 1.863 -2.004
H: -2.569 0.287 -2.224
O: -1.706 -2.532 0.821
H: -1.223 -3.334 0.649
H: -1.945 -2.219 -0.123
O: -2.169 -1.229 -2.218
H: -1.312 -1.580 -1.942
H: -2.837 -1.862 -2.574
O: -3.504 1.950 2.359
H: -3.600 2.568 3.070
H: -2.952 1.168 2.498
O: -2.839 5.146 1.029
H: -2.209 4.511 0.607
H: -2.887 5.727 0.262
O: -0.751 0.042 -4.535
H: -0.766 0.387 -3.632
H: -1.706 -0.129 -4.680
O: 0.376 -2.927 -2.892
H: -0.004 -2.676 -3.738
H: 0.835 -2.087 -2.719

The orbital gap comes out at 8.70 eV. The charge is 0. The relative energy (zero: lowest compared OMol25 entry of this formula, charge and spin) is 232.75 kcal/mol.

Results of the Mulliken charge analysis, in e, for atoms 1 through 4:
1. H 0.311
2. H 0.188
3. O -0.627
4. H 0.241